{
  "formula": "C4H8NO2",
  "method": "ωB97M-V/def2-TZVPD",
  "symbols": ["C", "C", "C", "C", "N", "O", "O", "H", "H", "H", "H", "H", "H", "H", "H"],
  "coordinates": [[2.984507, 0.217045, -2.207703], [-0.155676, 0.204767, -1.464719], [0.076465, 0.332915, 1.106906], [-0.060247, 0.975500, -0.203265], [0.024070, -1.264068, -1.180096], [3.750104, 0.791976, -2.834065], [2.183397, -0.223498, -1.499987], [0.771535, -0.489597, 1.321100], [-0.850820, -0.171060, 1.428877], [0.155518, 1.040452, 1.939632], [0.929445, 1.493852, -0.223397], [-0.722552, 1.910870, -0.241824], [0.482561, -1.203008, -0.264680], [0.223813, -1.762053, -2.039924], [-0.985496, -1.520499, -0.963898]],
  "forces_ev_per_angstrom": [[0.9, 1.6, -0.4], [0.0, 0.9, -0.4], [-2.2, -1.6, 3.2], [0.7, 1.6, -1.1], [-3.6, 1.9, 1.1], [0.3, -0.3, -0.5], [-0.4, -1.1, 0.6], [0.7, 0.5, -0.5], [-0.2, 0.1, -0.3], [0.6, 0.1, -0.4], [-0.3, 0.0, -1.2], [0.5, -1.5, 0.0], [1.0, -1.8, -0.3], [1.1, -0.4, 0.3], [1.0, 0.0, -0.1]],
  "nbo_charge": [1.064, 0.364, -0.691, -0.679, -0.828, -0.420, -0.609, 0.225, 0.227, 0.283, 0.339, 0.317, 0.469, 0.479, 0.459],
  "total_charge": 1,
  "e_above_lowest_ev": 4.236,
  "energy_ha": -362.0578,
  "spin_multiplicity": 1,
  "homo_lumo_gap_ev": 9.11
}


{
  "formula": "C4H8NO2",
  "method": "ωB97M-V/def2-TZVPD",
  "symbols": ["C", "C", "C", "C", "N", "O", "O", "H", "H", "H", "H", "H", "H", "H", "H"],
  "coordinates": [[1.195775, 0.248125, 0.344543], [-0.026941, 1.256189, 0.181514], [-0.922615, 0.017079, -0.032341], [0.073503, -0.924025, 0.593869], [-2.085133, -0.249052, -0.555025], [1.860190, -0.133932, -0.755831], [0.223121, -2.088616, -0.113222], [-0.177946, 1.625936, 1.152385], [-0.126646, 2.153078, -0.450384], [-0.109602, -1.276633, 1.608847], [1.917580, 0.369120, 1.177685], [2.725030, 0.353249, -0.774827], [-2.780938, 0.305890, -0.963159], [-2.300941, -1.164189, -0.297603], [0.959807, -2.041068, -0.923308]],
  "forces_ev_per_angstrom": [[-1.9, 0.0, 1.3], [-0.2, -1.6, -0.6], [3.1, 4.3, 0.0], [1.9, -0.7, 0.1], [-0.6, -1.7, 0.0], [2.0, 0.4, -1.8], [2.1, -0.1, -2.1], [-0.4, 0.7, 1.7], [0.6, -0.7, -0.5], [-0.5, 0.1, 0.4], [-0.8, 0.1, 0.1], [-1.0, -0.8, -0.4], [-0.7, 1.2, -0.3], [-1.5, -1.7, -0.2], [-2.1, 0.6, 2.3]],
  "mulliken_spin": [0.064, -0.040, 0.844, 0.092, 0.259, 0.005, 0.620, 0.050, 0.021, 0.087, 0.017, 0.007, 0.000, -0.008, -0.016],
  "total_charge": 1,
  "e_above_lowest_ev": 2.201,
  "energy_ha": -361.9666,
  "spin_multiplicity": 3,
  "s2": 2.009,
  "homo_lumo_gap_ev": [7.74, 6.24]
}


{
  "formula": "C4H8NO3",
  "method": "ωB97M-V/def2-TZVPD",
  "symbols": ["C", "C", "O", "N", "H", "H", "H", "H", "H", "C", "C", "O", "O", "H", "H", "H"],
  "coordinates": [[-1.889854, -0.382107, 3.092966], [-1.023521, 0.262383, 2.035091], [-0.529309, 1.348320, 2.345656], [-0.725621, -0.387679, 0.905138], [-0.241984, 0.114266, 0.132567], [-1.044178, -1.335137, 0.834043], [-2.441424, -1.203797, 2.594604], [-2.661829, 0.318990, 3.399065], [-1.345398, -0.798231, 3.932944], [0.795198, -1.445372, -2.046794], [1.139891, 0.068879, -2.105375], [0.447879, 0.823782, -1.366935], [2.002486, 0.402817, -2.942855], [-0.202879, -1.651561, -2.425363], [0.851097, -1.686255, -0.980634], [1.576134, -2.040394, -2.517336]],
  "forces_ev_per_angstrom": [[-1.3, -1.3, -1.5], [1.4, 1.3, 1.5], [-0.4, 0.0, -0.5], [-0.4, 0.0, 0.3], [0.1, -0.2, -0.3], [0.0, 0.0, -0.5], [0.1, 0.0, 0.5], [0.3, 0.2, 0.3], [0.2, 0.3, 0.1], [0.8, 0.3, 1.0], [-0.3, 0.2, -1.1], [0.1, -0.3, 0.3], [-0.1, 0.0, 0.4], [0.0, 0.0, -0.1], [-0.4, -0.3, 0.0], [-0.2, 0.0, -0.4]],
  "nbo_charge": [-0.696, 0.650, -0.656, -0.831, 0.472, 0.372, 0.183, 0.227, 0.223, -0.744, 0.771, -0.802, -0.760, 0.200, 0.189, 0.201],
  "total_charge": -1,
  "e_above_lowest_ev": 0.629,
  "energy_ha": -437.7824,
  "spin_multiplicity": 1,
  "homo_lumo_gap_ev": 7.84
}


{
  "formula": "C4H8NO3",
  "method": "ωB97M-V/def2-TZVPD",
  "symbols": ["C", "C", "O", "N", "H", "H", "H", "H", "H", "C", "C", "O", "O", "H", "H", "H"],
  "coordinates": [[2.368613, 0.579577, 0.290505], [1.450075, 0.801190, 1.511597], [1.950055, 1.199470, 2.556358], [0.161148, 0.557057, 1.229007], [-0.496550, 0.588740, 2.008109], [-0.308167, 0.637805, 0.250384], [3.214865, 1.245238, 0.379459], [1.804051, 0.593759, -0.644542], [2.673563, -0.471928, 0.319992], [-1.328537, -1.909664, -0.692191], [-1.562897, -0.640381, -1.469444], [-2.310141, -0.757399, -2.461541], [-0.986993, 0.461816, -1.163373], [-2.313361, -2.333403, -0.471373], [-0.771487, -1.718265, 0.223506], [-0.792019, -2.675228, -1.238228]],
  "forces_ev_per_angstrom": [[-0.9, -0.9, 0.4], [0.7, 0.5, -1.7], [-0.4, -0.4, 0.5], [-1.1, 0.2, 0.6], [0.5, 0.2, -0.2], [0.7, -0.7, 0.3], [0.2, 0.1, -0.3], [0.1, 0.7, 0.0], [0.4, 0.1, 0.3], [-0.1, -0.1, 1.1], [-0.1, 1.1, -1.9], [0.0, -0.2, 0.3], [0.0, -0.6, 0.6], [0.2, 0.0, 0.1], [-0.1, -0.1, 0.2], [0.2, 0.1, -0.5]],
  "nbo_charge": [-0.722, 0.679, -0.685, -0.869, 0.368, 0.464, 0.214, 0.237, 0.214, -0.734, 0.761, -0.750, -0.801, 0.211, 0.203, 0.210],
  "total_charge": -1,
  "e_above_lowest_ev": 0.349,
  "energy_ha": -437.7926,
  "spin_multiplicity": 1,
  "homo_lumo_gap_ev": 8.50
}


{
  "formula": "C4H8NO3",
  "method": "ωB97M-V/def2-TZVPD",
  "symbols": ["C", "C", "C", "O", "N", "C", "O", "O", "H", "H", "H", "H", "H", "H", "H", "H"],
  "coordinates": [[0.951799, 0.158108, 0.311545], [-0.249632, -0.443662, 1.087103], [-1.440678, -0.733946, 0.188762], [0.150806, -1.593893, 1.844914], [0.556565, 1.354131, -0.445107], [0.750109, 1.351045, -1.907948], [0.122793, 2.260697, -2.494938], [1.516793, 0.474764, -2.349394], [1.632163, 0.575887, 1.063099], [1.469187, -0.538647, -0.343644], [-0.488457, 0.208944, 1.922917], [-1.750321, 0.211161, -0.246010], [-2.176674, -1.210895, 0.846621], [-1.249214, -1.530712, -0.537609], [0.548592, -2.292045, 1.311724], [-0.343832, 1.749062, -0.252041]],
  "forces_ev_per_angstrom": [[-0.9, 1.7, 0.9], [1.3, -0.6, -0.6], [0.1, -0.7, 1.2], [0.1, -0.6, 0.3], [0.5, -0.7, -1.1], [-0.2, 0.2, 0.5], [0.1, -0.2, 0.1], [0.1, 0.0, -0.1], [0.4, -0.8, 0.2], [-0.1, -0.1, -0.1], [-0.5, 0.5, -0.3], [-0.4, -0.3, -0.3], [-0.4, 0.6, -0.1], [0.4, 0.5, -0.3], [-0.1, 0.4, -0.3], [-0.2, 0.1, 0.3]],
  "nbo_charge": [-0.253, 0.100, -0.641, -0.749, -0.723, 0.868, -0.806, -0.804, 0.169, 0.229, 0.162, 0.227, 0.197, 0.207, 0.459, 0.358],
  "total_charge": -1,
  "e_above_lowest_ev": 1.418,
  "energy_ha": -437.7534,
  "spin_multiplicity": 1,
  "homo_lumo_gap_ev": 7.62
}


{
  "formula": "C4H8NO3",
  "method": "ωB97M-V/def2-TZVPD",
  "symbols": ["C", "C", "O", "O", "H", "H", "H", "C", "C", "O", "N", "H", "H", "H", "H", "H"],
  "coordinates": [[-0.617972, 0.805412, -2.548067], [-1.405482, 0.190426, -1.291641], [-0.849048, -0.154917, -0.196254], [-2.620950, 0.073769, -1.478366], [-0.439128, 1.837612, -2.352396], [-1.324721, 0.582637, -3.391767], [0.266931, 0.288543, -2.554511], [1.150206, -1.254730, 0.919737], [1.274565, -0.095549, 1.936663], [2.222662, 0.195532, 2.633517], [-0.054932, 0.475765, 2.143556], [-0.110396, 1.237779, 2.742862], [-0.830053, 0.138120, 1.614388], [2.065306, -1.812806, 0.889326], [1.118795, -0.717933, -0.062379], [0.154215, -1.789659, 0.995339]],
  "forces_ev_per_angstrom": [[-4.1, -0.9, 1.2], [4.3, 0.6, 1.1], [-2.7, 0.9, -3.6], [-1.9, -0.4, 0.2], [-0.1, 0.8, 0.0], [1.2, 0.6, 0.3], [2.2, -1.4, -0.4], [-0.1, 1.6, -0.7], [-3.5, -0.6, 1.2], [-0.3, 0.1, -1.0], [3.5, -1.8, -0.6], [-0.3, 1.3, 1.1], [-0.1, 0.2, 0.0], [0.1, -0.8, 0.4], [0.1, -0.7, 0.7], [1.7, 0.3, 0.2]],
  "mulliken_spin": [0.041, -0.053, 0.176, 0.809, -0.002, 0.006, 0.009, 0.004, -0.001, 0.002, 0.005, 0.000, 0.000, 0.002, 0.001, 0.000],
  "total_charge": 0,
  "e_above_lowest_ev": 1.267,
  "energy_ha": -437.6000,
  "spin_multiplicity": 2,
  "s2": 0.756,
  "homo_lumo_gap_ev": [9.91, 5.41]
}


{
  "formula": "C4H8NOP",
  "method": "ωB97M-V/def2-TZVPD",
  "symbols": ["C", "C", "C", "C", "N", "O", "P", "H", "H", "H", "H", "H", "H", "H", "H"],
  "coordinates": [[-0.441564, 0.578740, -0.741897], [-0.969620, -1.197406, 0.779751], [-1.893680, -0.023181, 0.864510], [3.450767, 0.511223, -0.221262], [-0.299212, -0.712129, -0.494513], [-1.394992, 1.084326, 0.090831], [4.320774, -0.728528, 0.457630], [-0.098162, -1.333642, 1.606268], [-1.512611, -2.099965, 0.678006], [-2.913001, -0.299183, 0.402915], [-2.113991, 0.134758, 1.953185], [0.306299, -1.346266, -0.975780], [3.210979, 0.600800, -1.252302], [2.962127, 1.392769, 0.374769], [3.805655, -0.778587, 1.777891]],
  "forces_ev_per_angstrom": [[-0.1, 0.5, -0.7], [3.2, 1.4, -0.1], [-3.3, -0.7, 1.8], [-1.3, 1.9, 2.5], [-0.7, -0.9, 1.4], [1.4, -1.4, 0.4], [-0.4, -0.8, -0.9], [-2.3, 0.5, -1.6], [-0.3, -1.0, -0.3], [1.5, 0.3, 0.6], [0.3, 0.9, -1.0], [0.4, 0.4, -0.4], [0.7, 0.1, -1.0], [0.6, -2.1, -0.9], [0.3, 0.8, 0.3]],
  "nbo_charge": [0.319, -0.270, -0.129, -0.797, -0.633, -0.492, 0.405, 0.192, 0.215, 0.185, 0.204, 0.412, 0.220, 0.226, -0.057],
  "total_charge": 0,
  "e_above_lowest_ev": 4.515,
  "energy_ha": -628.4064,
  "spin_multiplicity": 1,
  "homo_lumo_gap_ev": 8.87
}


{
  "formula": "C4H8NOS",
  "method": "ωB97M-V/def2-TZVPD",
  "symbols": ["C", "N", "C", "C", "S", "C", "O", "H", "H", "H", "H", "H", "H", "H", "H"],
  "coordinates": [[0.102086, 1.824069, -0.646322], [0.606811, 0.864942, 0.327825], [0.180405, -0.531306, -0.091408], [-1.288583, -0.782400, 0.270361], [-1.931189, -2.373664, -0.465444], [0.986734, -1.452181, 0.783396], [2.076795, -1.094988, 1.224019], [-0.257103, 2.748336, -0.208047], [-0.658776, 1.402455, -1.302927], [0.829335, 2.082693, -1.461372], [1.589730, 0.980811, 0.503726], [0.337952, -0.475924, -1.164028], [-1.902936, -0.056496, -0.260577], [-1.435508, -0.673090, 1.360986], [0.764244, -2.463262, 1.129805]],
  "forces_ev_per_angstrom": [[1.0, 0.0, -1.2], [-1.6, 0.0, -0.3], [-0.1, 1.5, 1.7], [-0.6, -0.5, -1.1], [0.5, 0.3, 0.5], [2.7, -0.1, 0.1], [-0.4, 0.3, -0.2], [-0.1, 0.1, 0.1], [-0.6, -0.1, 0.6], [0.2, 0.1, 0.7], [0.2, -0.5, -0.1], [0.0, -1.4, -0.3], [0.1, 0.4, 0.5], [0.1, -0.1, -0.4], [-1.4, 0.0, -0.6]],
  "nbo_charge": [-0.423, -0.654, -0.180, -0.524, -0.725, 0.435, -0.594, 0.182, 0.200, 0.152, 0.376, 0.210, 0.199, 0.186, 0.160],
  "total_charge": -1,
  "e_above_lowest_ev": 1.947,
  "energy_ha": -685.3845,
  "spin_multiplicity": 1,
  "homo_lumo_gap_ev": 6.38
}


{
  "formula": "C4H8NOS",
  "method": "ωB97M-V/def2-TZVPD",
  "symbols": ["O", "C", "N", "C", "C", "S", "C", "H", "H", "H", "H", "H", "H", "H", "H"],
  "coordinates": [[0.865966, -0.080359, 2.844762], [0.292429, -0.498290, 1.884794], [-0.910646, 0.005495, 1.174461], [-0.647518, 0.129093, -0.271248], [0.207669, 1.378970, -0.621636], [0.557427, 1.514892, -2.358241], [-0.106599, -1.142821, -0.980193], [0.619956, -1.463954, 1.459545], [-0.116221, 0.689996, 1.483089], [-1.506320, 0.313823, -0.911077], [-0.370918, 2.210443, -0.216118], [1.155904, 1.351367, -0.061889], [-0.605136, -2.062202, -0.657344], [0.949059, -1.305465, -0.743219], [-0.385051, -1.040988, -2.025685]],
  "forces_ev_per_angstrom": [[-0.5, 1.1, 0.5], [-0.2, -5.7, -0.9], [3.8, 2.3, 1.6], [0.4, -1.3, -2.3], [0.3, -1.0, 1.0], [-0.2, 0.4, 0.0], [-0.1, -0.1, 1.0], [0.2, 0.0, -0.1], [-3.2, 3.3, -0.8], [-1.1, 0.1, 1.1], [0.1, 0.4, -0.4], [-0.1, 0.1, -0.1], [-0.2, 0.2, 0.3], [0.1, 0.1, -0.7], [0.8, -0.1, -0.2]],
  "mulliken_spin": [0.000, -0.001, 0.003, 0.006, -0.043, 0.992, 0.017, 0.000, 0.005, -0.004, 0.040, -0.002, 0.000, 0.001, -0.014],
  "total_charge": 0,
  "e_above_lowest_ev": 3.163,
  "energy_ha": -685.2395,
  "spin_multiplicity": 2,
  "s2": 0.753,
  "homo_lumo_gap_ev": [10.58, 7.01]
}


{
  "formula": "C4H8NOS",
  "method": "ωB97M-V/def2-TZVPD",
  "symbols": ["C", "C", "S", "C", "N", "C", "O", "H", "H", "H", "H", "H", "H", "H", "H"],
  "coordinates": [[0.458812, 1.358785, -0.192157], [0.727076, 0.499849, -1.445350], [-0.675594, -0.377915, -2.143202], [0.148997, 0.615298, 1.090495], [-0.474803, -0.634015, 1.010679], [0.249406, -1.778464, 1.515947], [0.482888, 1.067900, 2.155642], [-0.358688, 1.994323, -0.547011], [1.323201, 1.991281, 0.008049], [1.458548, -0.274558, -1.230449], [1.104193, 1.108090, -2.236279], [-1.003615, -0.798416, 0.167370], [-0.390569, -2.432680, 2.117931], [0.731067, -2.375902, 0.741525], [0.972595, -1.453473, 2.266344]],
  "forces_ev_per_angstrom": [[-0.5, 0.0, -1.3], [-0.4, -0.6, 1.1], [0.0, 0.1, -0.1], [-0.4, -0.4, 0.0], [0.2, 0.5, -0.4], [-0.3, -0.5, 1.4], [0.5, 0.1, 0.2], [-0.1, 0.2, 0.7], [-0.1, 0.0, 0.1], [0.3, -0.1, -0.1], [0.5, 0.5, -0.6], [0.2, 0.0, -0.1], [-0.2, -0.1, -0.4], [0.1, 0.1, -0.1], [0.2, 0.2, -0.4]],
  "mulliken_spin": [0.005, -0.041, 0.976, -0.002, 0.018, -0.004, 0.001, -0.006, 0.001, 0.032, 0.025, -0.009, -0.001, 0.005, 0.000],
  "total_charge": 0,
  "e_above_lowest_ev": 0.322,
  "energy_ha": -685.3439,
  "spin_multiplicity": 2,
  "s2": 0.753,
  "homo_lumo_gap_ev": [10.27, 6.90]
}


{
  "formula": "C4H8NS",
  "method": "ωB97M-V/def2-TZVPD",
  "symbols": ["C", "C", "C", "C", "N", "S", "H", "H", "H", "H", "H", "H", "H", "H"],
  "coordinates": [[-2.736385, -2.049572, -0.161665], [-1.544764, -2.304766, -0.144598], [-0.018489, 1.268530, 0.068179], [1.633508, -0.213920, -0.352485], [1.392080, 1.170009, 0.318102], [0.106103, -0.103609, -1.242436], [-3.780937, -1.834717, -0.126895], [-0.792439, -1.617738, -0.778536], [-0.791522, -3.034443, 0.083080], [-0.520038, 1.219790, 0.976604], [-0.369476, 2.032517, -0.538227], [2.438170, -0.056858, -1.109285], [2.026548, 1.909451, -0.060848], [1.609809, 1.233799, 1.427067]],
  "forces_ev_per_angstrom": [[-0.2, -0.3, 0.4], [-0.5, -1.0, 0.1], [0.1, -1.7, -2.0], [1.5, 0.5, -0.2], [3.2, 0.8, 3.1], [-1.3, -0.1, 0.5], [-0.1, 0.2, -0.1], [0.6, 2.1, -0.6], [0.2, -0.4, 0.5], [-1.5, -0.8, 1.2], [-0.2, 2.1, -0.5], [-0.2, -0.3, 0.8], [-1.0, -0.4, 0.0], [-0.5, -0.6, -3.1]],
  "nbo_charge": [0.113, -0.511, -0.270, -0.531, -0.571, 0.372, 0.264, 0.262, 0.335, 0.236, 0.241, 0.189, 0.437, 0.433],
  "total_charge": 1,
  "e_above_lowest_ev": 7.096,
  "energy_ha": -609.6092,
  "spin_multiplicity": 1,
  "homo_lumo_gap_ev": [6.41, 6.02]
}


{
  "formula": "C4H8NS",
  "method": "ωB97M-V/def2-TZVPD",
  "symbols": ["C", "C", "C", "C", "N", "S", "H", "H", "H", "H", "H", "H", "H", "H"],
  "coordinates": [[1.627915, -1.737624, -0.322609], [0.387867, -1.885272, 0.001881], [-1.193719, 0.410655, -0.994900], [-0.278024, 1.860977, 0.965903], [-0.144152, 0.717969, 0.025473], [-0.821296, -0.692775, 0.442746], [2.164937, -0.865074, 0.101923], [-0.214313, -2.779502, -0.053859], [2.176657, -2.581609, -0.588108], [-2.045469, 1.033958, -1.126257], [-0.768929, 0.164202, -1.939409], [-1.362915, 1.949743, 0.920421], [0.114634, 1.701468, 1.932146], [0.356806, 2.702884, 0.634649]],
  "forces_ev_per_angstrom": [[2.2, 2.2, 1.3], [-3.7, -0.3, 0.5], [1.0, 1.8, -1.6], [0.8, 0.1, -1.9], [-0.2, 3.1, -0.4], [-0.3, -5.0, 3.0], [-0.2, -0.3, -1.1], [0.3, -0.5, -0.3], [1.0, -1.2, -0.6], [-0.4, 1.0, 0.5], [0.4, -0.7, -0.6], [-0.1, 1.1, 0.5], [0.1, -1.1, 1.2], [-1.0, -0.1, -0.6]],
  "mulliken_spin": [0.162, 0.071, 0.439, 0.024, 0.676, 0.543, 0.007, -0.001, 0.011, 0.012, 0.013, 0.033, -0.002, 0.013],
  "total_charge": 1,
  "e_above_lowest_ev": 3.853,
  "energy_ha": -609.6172,
  "spin_multiplicity": 3,
  "s2": 2.014,
  "homo_lumo_gap_ev": [7.64, 6.27]
}